This record from OMol25 describes a molecular structure, C8H18O. The level of theory is wB97M-V/def2-TZVPD.

The geometry in ORCA input format:
```
! wB97M-V def2-TZVPD RIJCOSX def2/J DEFGRID3
* xyz 0 1
C 1.380 0.891 1.850
C -2.206 -1.433 0.631
H -0.155 -2.270 2.351
H -2.663 -0.600 0.095
H 2.142 1.798 -2.253
O -0.263 -1.180 -0.784
H -0.546 2.318 -2.693
C 0.116 -2.345 1.296
H 1.176 -2.117 1.185
H 1.616 1.616 2.620
H 0.500 2.315 -0.454
H -2.617 -2.361 0.217
C 0.216 0.930 1.190
H -1.669 1.681 -1.491
C 0.427 1.388 -1.008
H 1.738 0.081 -2.151
H 0.044 -0.172 -0.788
H -0.537 1.675 1.428
C -0.709 -1.414 0.452
H 2.141 0.151 1.630
H -2.485 -1.381 1.685
H -0.330 -0.163 0.976
H -0.042 -3.380 0.974
H 2.514 0.897 -0.782
H -0.842 0.578 -2.595
C 1.776 1.012 -1.580
C -0.722 1.485 -2.000
*
```

Results
Lowest unoccupied orbital energy (spin up / spin down): 0.1 / 0.1 eV
F_max: 0.4 eV/A

Atom charges from the Mulliken analysis, given in e for atoms 1 to 8: C -0.823; C -1.333; H 0.287; H 0.330; H 0.406; O -0.605; H 0.412; C -1.308